The following is a quantum chemistry calculation of an isolated molecule of C6H12O, from the Open Molecules 2025 dataset.

Geometry as ORCA input:
```
! RIJCOSX wB97M-V def2-TZVPD def2/J DEFGRID3
* xyz 0 1
C -1.16649 -1.63835 -0.90709
C -0.86339 -0.15868 -0.70332
C -1.03378 0.32265 0.74604
C -0.04380 1.46696 0.81639
O 1.11590 0.95678 0.10479
C 0.60525 0.18681 -1.01715
C 1.93797 -0.17810 1.16721
H -2.20242 -1.86645 -0.63696
H -1.02352 -1.93223 -1.95321
H -0.50198 -2.24520 -0.28139
H -1.51456 0.44141 -1.35293
H -0.69662 -0.45305 1.43813
H -2.05857 0.62564 0.97979
H 0.29487 1.74105 1.81490
H -0.40379 2.36074 0.28602
H 0.72196 0.79182 -1.92313
H 2.44562 0.60780 1.76348
H 1.23582 -0.70099 -1.07116
H 2.72527 -0.44839 0.43071
*
```

## Properties
energy above the lowest of the compared OMol25 structures with the same formula, charge and spin: 100.8 kcal per mole
energy: -310.898658 Eh

---

The following is a quantum chemistry calculation of a cluster of 2 separate species, C6H12O in total at a distorted geometry, from the Open Molecules 2025 dataset.

Geometry as ORCA input:
```
! RIJCOSX wB97M-V def2-TZVPD def2/J DEFGRID3
* xyz 0 1
C -3.15387 -0.67695 1.25596
C -1.85624 -1.23872 0.73890
C -0.85989 -0.46974 0.29331
C 0.53252 -0.85080 -0.00657
C 1.57397 -0.41052 0.71175
C 2.94699 -0.39847 0.11935
H -2.99594 0.23294 1.83641
H -3.70994 -1.38417 1.86135
H -3.76584 -0.34513 0.41224
H -1.62991 -2.29296 0.82907
H -1.13961 0.54842 0.04582
H 0.68578 -1.74378 -0.61554
H 1.47998 -0.06780 1.74082
H 2.99480 -1.11320 -0.69815
H 3.09755 0.60995 -0.26059
H 3.74483 -0.67924 0.80343
H 0.38797 2.75249 -2.73475
H 0.60429 4.17830 -3.25012
O 1.06257 3.34939 -3.08270
*
```

## Properties
SMILES: C/C=C/C=C/C.O
energy above the lowest of the compared OMol25 structures with the same formula, charge and spin: 53.5 kcal per mole
energy: -310.973939 Eh

---

The following is a quantum chemistry calculation of a structure of composition C6H12O at a distorted geometry, from the Open Molecules 2025 dataset.

Geometry as ORCA input:
```
! RIJCOSX wB97M-V def2-TZVPD def2/J DEFGRID3
* xyz 0 1
C -1.76637 0.16725 -1.27637
C -1.11232 0.43959 0.08312
C 0.35865 0.45490 0.28251
C 1.22156 0.77628 -0.91122
C 0.92270 0.12515 1.59791
C 0.95461 -1.28555 1.17741
O -0.25081 -1.95463 1.23522
H -1.83068 -0.89871 -1.54870
H -1.20060 0.65743 -2.07380
H -2.78896 0.56384 -1.29987
H -1.72915 0.21118 0.95610
H -0.68062 1.54423 0.30728
H 1.12744 0.01083 -1.68792
H 1.00164 1.73637 -1.39641
H 2.26808 0.80777 -0.60686
H 0.27728 0.31888 2.45538
H 1.91601 0.54105 1.75439
H 1.69779 -1.63984 0.47442
H -0.33583 -2.52104 0.45802
*
```

## Properties
energy above the lowest of the compared OMol25 structures with the same formula, charge and spin: 100.5 kcal per mole
energy: -310.899064 Eh

---

The following is a quantum chemistry calculation of an isolated molecule of C6H12O, from the Open Molecules 2025 dataset.

Geometry as ORCA input:
```
! RIJCOSX wB97M-V def2-TZVPD def2/J DEFGRID3
* xyz 0 1
C -1.85142 -0.78320 -0.44986
C -0.84194 0.30551 -0.43907
O -1.37934 1.50022 -0.01841
C 0.62795 -1.24858 0.63993
C 1.21099 0.00759 1.18201
C 1.49995 0.92392 -0.03117
C 0.43703 0.60534 -1.12578
H -1.96811 -1.09820 0.59510
H -1.46753 -1.63854 -0.99969
H -2.84852 -0.46880 -0.80239
H -2.34477 1.43836 0.07213
H -0.04373 -1.86504 1.23636
H 1.39415 -1.91344 0.18802
H 0.42833 0.46357 1.79812
H 2.11799 -0.09172 1.79759
H 2.49459 0.74084 -0.45543
H 1.45730 1.97465 0.27675
H 0.72466 -0.30941 -1.64632
H 0.35241 1.45691 -1.81788
*
```

## Properties
energy above the lowest of the compared OMol25 structures with the same formula, charge and spin: 91.0 kcal per mole
energy: -310.914241 Eh